Record 1
Below is a cluster of 14 separate species, C27H56Cl26FNO4P in total, with properties calculated with wB97M-V/def2-TZVPD.

```
116
Properties=species:S:1:pos:R:3
C -3.906 1.965 0.663
C -2.695 1.488 1.517
O -1.495 2.220 1.282
C -0.378 1.338 1.095
C -0.503 0.724 -0.348
C 0.837 0.162 -0.940
C 0.629 -0.068 -2.494
C 0.450 -1.567 -2.912
C -0.908 -2.212 -2.424
C -0.719 -2.756 -0.976
C -2.026 -3.604 -0.626
C -3.222 -2.548 -0.636
C -4.562 -3.112 -0.043
C -4.343 -3.204 1.510
F -5.496 -3.558 2.188
C -3.373 -1.856 -2.032
P -4.359 -2.879 -3.284
O -5.812 -2.778 -2.854
O -3.937 -4.477 -3.293
O -4.274 -2.188 -4.813
N -2.084 -1.323 -2.601
H -4.218 3.013 0.881
H -4.784 1.339 0.965
H -3.757 1.868 -0.440
H -2.582 0.380 1.413
H -2.974 1.654 2.592
H -0.404 0.514 1.859
H 0.584 1.868 1.266
H -0.893 1.546 -1.005
H -1.326 -0.042 -0.288
H 1.631 0.918 -0.702
H 1.167 -0.801 -0.491
H -0.237 0.578 -2.795
H 1.524 0.355 -3.002
H 1.259 -2.141 -2.394
H 0.640 -1.739 -4.001
H -1.070 -3.107 -3.081
H -0.654 -1.969 -0.193
H 0.167 -3.408 -0.855
H -2.183 -4.319 -1.463
H -1.938 -4.128 0.345
H -2.882 -1.741 0.071
H -4.770 -4.120 -0.475
H -5.404 -2.419 -0.279
H -3.504 -3.908 1.732
H -3.998 -2.215 1.902
H -4.026 -0.960 -1.863
H -4.615 -4.905 -2.743
H -4.662 -1.300 -4.763
H -1.962 -0.363 -2.253
H -2.234 -1.234 -3.618
C -4.471 -3.289 5.228
Cl -3.668 -4.548 6.176
Cl -3.423 -1.878 5.017
H -4.723 -3.691 4.254
H -5.375 -2.983 5.746
C 1.724 4.014 -2.083
Cl 1.916 2.884 -3.428
Cl 2.266 3.310 -0.554
H 2.316 4.902 -2.288
H 0.673 4.279 -1.996
C 5.621 5.195 -3.292
Cl 4.946 6.810 -3.041
Cl 5.347 4.161 -1.888
H 5.144 4.746 -4.159
H 6.690 5.283 -3.461
C 6.498 10.360 -2.200
Cl 7.214 11.328 -3.494
Cl 7.596 10.212 -0.823
H 5.581 10.839 -1.868
H 6.280 9.367 -2.583
C -6.715 -6.266 7.059
Cl -7.295 -4.607 7.268
Cl -7.054 -7.251 8.485
H -7.216 -6.706 6.201
H -5.644 -6.244 6.893
C 8.769 4.507 0.082
Cl 8.936 4.759 -1.661
Cl 8.309 6.002 0.903
H 8.002 3.758 0.258
H 9.720 4.163 0.480
C -1.108 -4.155 9.218
Cl 0.579 -4.506 8.824
Cl -1.708 -5.220 10.493
H -1.183 -3.125 9.555
H -1.712 -4.299 8.328
C -7.297 3.913 0.787
Cl -7.161 2.759 -0.547
Cl -6.776 3.194 2.315
H -6.673 4.775 0.571
H -8.334 4.222 0.880
C 3.963 -1.029 0.825
Cl 4.126 -0.791 -0.918
Cl 3.511 0.476 1.637
H 3.187 -1.774 1.023
H 4.913 -1.377 1.220
C 2.960 -5.176 -0.665
Cl 3.004 -4.958 -2.416
Cl 2.607 -3.642 0.146
H 2.182 -5.893 -0.419
H 3.923 -5.544 -0.325
C 12.487 3.240 -1.098
Cl 11.660 2.410 0.228
Cl 13.557 4.509 -0.495
H 13.076 2.515 -1.651
H 11.742 3.688 -1.750
C 1.120 -5.296 -6.054
Cl 0.347 -6.074 -4.666
Cl 2.293 -4.074 -5.544
H 1.633 -6.052 -6.641
H 0.354 -4.817 -6.657
C -1.683 5.963 0.955
Cl -3.372 6.434 1.166
Cl -1.420 5.206 -0.621
H -1.058 6.847 1.028
H -1.416 5.252 1.732
```

Properties
HOMO-LUMO gap: 8.792 eV
lowest unoccupied orbital energy: -0.1141 Eh
HOMO energy: -11.90 eV
charge: +1

Record 2
Below is a cluster of 3 separate species, C27H56O2 in total, with properties calculated with wB97M-V/def2-TZVPD.

```
85
Properties=species:S:1:pos:R:3
C -2.690 -2.513 -2.397
C -1.636 -2.133 -3.608
C -1.736 -0.513 -3.995
C -0.495 0.364 -3.311
C -1.025 1.565 -2.315
C -0.701 1.318 -0.723
C -2.126 1.416 0.081
C -2.862 0.001 0.579
C -4.110 0.756 1.390
O -5.363 0.282 1.632
O -3.652 2.120 1.818
C -2.211 2.184 1.528
C -1.432 3.654 1.693
C -0.649 3.581 3.130
C 0.618 4.605 3.296
C 1.525 4.825 1.950
C 1.634 3.890 4.416
H -2.077 -2.682 -1.392
H -3.388 -1.567 -2.262
H -3.395 -3.417 -2.638
H -1.938 -2.778 -4.538
H -0.534 -2.423 -3.320
H -1.584 -0.479 -5.176
H -2.765 -0.039 -3.689
H 0.040 0.905 -4.229
H 0.331 -0.323 -2.826
H -0.448 2.558 -2.637
H -2.152 1.752 -2.568
H -0.281 0.217 -0.591
H 0.118 2.077 -0.371
H -2.967 1.926 -0.553
H -3.129 -0.799 -0.232
H -2.194 -0.633 1.330
H -1.775 1.366 2.273
H -2.299 4.452 1.741
H -0.745 3.744 0.750
H -1.447 3.903 3.959
H -0.301 2.500 3.421
H 0.249 5.598 3.808
H 2.483 5.497 2.177
H 1.806 3.778 1.501
H 0.891 5.425 1.144
H 1.734 2.723 4.186
H 2.721 4.342 4.265
H 1.262 4.035 5.520
C 5.625 3.960 -2.610
C 5.103 2.650 -3.181
C 3.588 2.489 -3.030
C 3.076 2.448 -1.585
C 3.682 1.350 -0.708
C 3.372 -0.053 -1.207
H 5.445 4.033 -1.534
H 6.705 4.037 -2.771
H 5.149 4.815 -3.100
H 5.628 1.811 -2.714
H 5.353 2.612 -4.248
H 3.278 1.576 -3.553
H 3.089 3.315 -3.551
H 1.987 2.325 -1.608
H 3.257 3.418 -1.106
H 3.281 1.455 0.307
H 4.766 1.479 -0.624
H 2.291 -0.219 -1.254
H 3.800 -0.797 -0.527
H 3.793 -0.232 -2.200
C -0.167 -3.640 1.259
C -0.689 -4.950 0.688
C -2.204 -5.111 0.840
C -2.716 -5.152 2.285
C -2.110 -6.250 3.161
C -2.420 -7.653 2.662
H -0.347 -3.567 2.335
H 0.913 -3.563 1.098
H -0.643 -2.785 0.769
H -0.164 -5.789 1.155
H -0.439 -4.988 -0.379
H -2.514 -6.024 0.317
H -2.703 -4.285 0.318
H -3.805 -5.275 2.261
H -2.535 -4.182 2.763
H -2.511 -6.145 4.176
H -1.026 -6.121 3.245
H -3.501 -7.819 2.616
H -1.992 -8.397 3.342
H -1.999 -7.832 1.670
```

Properties
HOMO-LUMO gap: 10.547 eV
relative energy (zero: lowest compared OMol25 entry of this formula, charge and spin): 92.4 kcal per mole
structure (SMILES): CCCCCC[C@H]1CC(=O)O[C@@H]1CCC(C)C.CCCCCC.CCCCCC
lowest unoccupied orbital energy: 0.0210 Eh
HOMO energy: -9.98 eV
charge: 0

Record 3
Below is a structure of composition C27H57Br2GaI2NOP, with properties calculated with wB97M-V/def2-TZVPD.

```
92
Properties=species:S:1:pos:R:3
C 3.609 0.333 1.700
C 2.718 1.508 1.283
P 0.926 0.975 1.260
C 0.387 1.519 2.956
Ga -0.278 2.225 -0.340
C -2.126 2.574 0.464
C -2.057 3.727 1.487
C -2.942 3.555 2.711
C -4.413 3.183 2.436
C -5.038 3.944 1.275
C -6.571 3.917 1.301
C -7.077 2.479 1.238
C -8.569 2.397 0.838
O -8.701 1.844 -0.465
C -9.542 0.708 -0.571
C 0.529 4.097 -0.703
Br 2.271 3.867 -1.621
C -0.491 4.891 -1.528
C -0.182 5.126 -2.985
Br -0.830 6.669 -0.715
C -0.367 1.282 -2.174
I -2.379 1.312 -2.992
C 0.269 -0.109 -2.140
C 1.795 0.051 -2.142
I -0.243 -1.258 -3.936
H 3.222 -0.074 2.630
H 3.482 -0.446 0.958
H 4.651 0.620 1.825
H 2.841 2.272 2.046
H 3.036 1.908 0.330
H 0.953 0.943 3.681
H 0.670 2.555 3.111
H -0.676 1.379 3.090
H -2.432 1.668 0.985
H -2.800 2.769 -0.358
H -1.030 3.797 1.848
H -2.276 4.666 0.986
H -2.531 2.785 3.361
H -2.943 4.462 3.314
H -4.449 2.115 2.262
H -4.998 3.391 3.332
H -4.762 3.436 0.360
H -4.656 4.959 1.214
H -6.950 4.415 2.191
H -6.899 4.421 0.394
H -6.516 1.970 0.464
H -6.933 1.986 2.192
H -9.096 1.804 1.581
H -8.962 3.413 0.818
H -9.119 0.057 -1.326
H -10.542 1.019 -0.866
H -9.595 0.140 0.356
H 0.731 4.645 0.203
H -1.451 4.393 -1.500
H 0.696 5.744 -3.113
H -0.060 4.188 -3.516
H -1.015 5.650 -3.442
H 0.191 1.891 -2.872
H -0.061 -0.633 -1.254
H 2.250 -0.781 -2.658
H 2.121 0.066 -1.102
H 2.078 0.992 -2.592
C 5.515 -6.998 -2.697
C 6.098 -6.936 -1.284
C 5.186 -6.454 -0.164
N 4.687 -5.024 -0.215
C 4.254 -4.684 1.200
C 3.546 -3.348 1.315
C 2.357 -3.267 0.369
C 2.795 -3.580 -1.053
C 3.497 -4.920 -1.142
C 5.781 -4.108 -0.635
H 5.457 -6.016 -3.167
H 6.157 -7.605 -3.332
H 4.522 -7.447 -2.703
H 7.028 -6.365 -1.290
H 6.386 -7.950 -0.998
H 5.735 -6.535 0.775
H 4.301 -7.084 -0.084
H 3.594 -5.494 1.515
H 5.155 -4.706 1.813
H 3.214 -3.223 2.346
H 4.237 -2.526 1.124
H 1.901 -2.277 0.417
H 1.587 -3.981 0.682
H 3.437 -2.783 -1.440
H 1.920 -3.603 -1.700
H 3.853 -5.094 -2.152
H 2.817 -5.725 -0.864
H 6.032 -4.308 -1.672
H 6.639 -4.281 0.009
H 5.448 -3.081 -0.541
```

Properties
HOMO-LUMO gap: 5.524 eV
relative energy (zero: lowest compared OMol25 entry of this formula, charge and spin): 0.0 kcal per mole
lowest unoccupied orbital energy: -0.0290 Eh
HOMO energy: -6.31 eV
charge: 0

Q: Which value of charge does entry 3 give?
A: 0